Entry 1:
Density functional theory data (ωB97M-V/def2-TZVPD) for C10H13NO2S as an isolated structure at a distorted geometry.

Element x y z (Å)
S (1.482, 1.683, 1.273)
O (3.058, -1.174, -0.503)
O (1.633, -2.273, 0.689)
N (-0.488, -1.015, 1.646)
C (1.419, 1.184, -0.489)
C (-1.797, -0.498, 0.049)
C (-0.355, -0.199, 0.474)
C (-0.532, 2.278, -0.289)
C (0.475, 2.098, -1.188)
C (0.529, -0.709, -1.818)
C (0.870, -0.211, -0.475)
C (1.992, -1.248, -0.023)
C (-0.290, 1.619, 0.965)
C (-1.968, -0.974, 1.461)
H (-2.342, -1.981, 1.715)
H (1.512, -0.525, -2.466)
H (0.223, -1.718, -1.634)
H (-1.478, 2.588, -0.640)
H (-2.377, 0.313, -0.257)
H (-0.031, -0.853, 2.513)
H (2.551, 1.325, -0.810)
H (-1.800, -1.283, -0.788)
H (-1.024, 1.659, 1.774)
H (0.656, 2.515, -2.095)
H (-0.240, -0.074, -2.363)
H (0.789, -2.272, 1.269)
H (-2.467, -0.254, 2.009)

## Properties
charge	0
strongest force on any atom	5.3	eV/A
HOMO energy	-8.260	eV
Kohn-Sham gap	8.8	eV



Entry 2:
Density functional theory data (ωB97M-V/def2-TZVPD) for a 2-piece molecular cluster, C5H6NO2 overall at a distorted geometry.

Element x y z (Å)
O (-2.505, -1.196, 0.551)
O (-2.253, 0.572, -0.934)
N (0.258, 1.080, 0.839)
C (0.814, -0.781, -0.901)
C (0.796, -1.426, 0.540)
C (0.122, -0.155, 0.198)
C (0.298, 2.263, 0.335)
C (-2.139, -0.292, -0.121)
H (1.811, -1.357, 0.889)
H (1.835, -0.467, -0.971)
H (0.267, -1.401, -1.661)
H (0.393, 2.946, 1.117)
H (0.165, -2.372, 0.756)
H (0.136, 2.587, -0.638)

## Properties
charge	-1
strongest force on any atom	2.8	eV/A
HOMO energy	-2.371	eV
Kohn-Sham gap	6.5	eV



Entry 3:
Density functional theory data (ωB97M-V/def2-TZVPD) for C2H3FI2 as an isolated structure at a distorted geometry.

Element x y z (Å)
I (-2.433, 1.829, 0.016)
I (-2.437, -1.835, 0.025)
F (-0.518, 0.061, -1.985)
C (-0.173, -0.024, -0.688)
C (-1.254, -0.020, 0.266)
H (0.416, 0.809, -0.607)
H (0.424, -0.845, -0.478)
H (-0.782, 0.040, 1.189)

## Properties
charge	0
strongest force on any atom	3.1	eV/A
HOMO energy	-9.522	eV
Kohn-Sham gap	9.1	eV



Entry 4:
Density functional theory data (ωB97M-V/def2-TZVPD) for one molecule with the formula HNOS2 at a distorted geometry.

Element x y z (Å)
S (3.128, 0.080, 0.145)
S (-0.616, -1.766, -0.137)
O (1.832, -0.967, -0.425)
N (0.885, -1.250, 0.375)
H (1.127, -1.258, 1.371)

## Properties
charge	0
strongest force on any atom	3.9	eV/A
HOMO energy (spin up / spin down)	-8.682 / -9.709	eV
Kohn-Sham gap (spin up / spin down)	6.3 / 8.1	eV